No. 1
DFT (ωB97M-V/def2-TZVPD) results for one molecule with the formula C4H5N3O at a distorted geometry.

Properties
SMILES string: [H]/N=c1\ncccn1O
Gap between HOMO and LUMO in eV: 8.316
E_HOMO in eV: -8.258

```
13
Properties=species:S:1:pos:R:3:lowdin_charge:R:1
C 1.40 0.20 -0.55 -0.096
C 1.71 -0.40 0.69 -0.093
C 0.74 -0.49 1.64 -0.230
C -0.89 -0.03 0.29 -0.435
H -1.38 0.24 -1.78 0.088
H 1.96 0.81 -1.26 0.145
H 2.83 -0.97 0.89 0.171
H 0.92 -0.47 2.74 0.124
H -2.79 0.37 0.53 0.159
N 0.18 0.36 -0.84 -0.052
N -0.51 -0.26 1.54 0.110
N -1.95 0.21 -0.19 0.104
O -0.41 0.27 -2.15 0.004
```

No. 2
DFT (ωB97M-V/def2-TZVPD) results for one molecule with the formula C4H5N3O at a distorted geometry.

Properties
SMILES string: [H]/N=C(/N)c1ccon1
Gap between HOMO and LUMO in eV: 10.332
E_HOMO in eV: -9.647

```
13
Properties=species:S:1:pos:R:3:lowdin_charge:R:1
C 1.52 -0.09 -0.06 -0.405
C -0.03 0.00 0.08 -0.216
C -0.88 1.05 -0.43 -0.006
C -2.23 0.57 -0.33 -0.069
H 1.72 1.29 1.26 0.093
H 3.12 0.93 0.46 0.072
H 1.39 -1.83 -0.55 0.014
H -0.38 1.97 -0.80 0.111
H -3.21 1.02 -0.34 0.121
N 2.16 1.05 0.40 0.122
N 2.09 -1.13 -0.60 0.129
N -0.82 -1.01 0.52 0.108
O -2.11 -0.62 0.27 -0.074
```

No. 3
DFT (ωB97M-V/def2-TZVPD) results for one molecule with the formula C4H5N3O at a distorted geometry.

Properties
SMILES string: CN1Cc2nonc21
Gap between HOMO and LUMO in eV: 10.419
E_HOMO in eV: -9.829

```
13
Properties=species:S:1:pos:R:3:lowdin_charge:R:1
C 0.30 0.56 2.37 -0.066
C -0.16 -1.47 0.83 0.020
C -0.04 -0.80 -0.54 -0.206
C -0.17 0.44 0.01 -0.421
H -0.24 1.49 2.42 0.089
H 0.09 0.03 3.29 0.088
H 1.37 0.70 2.11 0.107
H 0.69 -1.98 1.26 0.120
H -0.97 -2.11 1.00 0.090
N -0.44 -0.01 1.29 -0.076
N 0.14 -0.74 -1.84 0.136
N 0.07 1.40 -0.76 0.225
O 0.14 0.62 -2.12 -0.105
```

No. 4
DFT (ωB97M-V/def2-TZVPD) results for one molecule with the formula C4H5N3O at a distorted geometry.

Properties
SMILES string: [H]/N=C(\N)c1ncco1
Gap between HOMO and LUMO (alpha / beta) in eV: 8.511 / 8.515
E_HOMO (alpha / beta) in eV: -8.562 / -8.567

```
13
Properties=species:S:1:pos:R:3:lowdin_charge:R:1
C 2.09 -0.08 0.73 -0.185
C 2.06 -0.94 -0.29 -0.111
C 0.17 0.08 -0.03 -0.257
C -1.27 0.18 -0.24 -0.290
N 0.96 0.58 0.90 0.144
N -1.74 -0.68 -1.38 0.097
N -1.96 1.21 0.26 0.148
O 0.84 -0.87 -0.84 0.064
H 2.93 -0.14 1.43 0.113
H 2.90 -1.68 -0.34 0.143
H -2.67 -0.49 -1.57 -0.043
H -1.41 1.68 0.96 0.096
H -2.91 1.15 0.40 0.082
```

No. 5
DFT (ωB97M-V/def2-TZVPD) results for one molecule with the formula C4H5N3O at a distorted geometry.

Properties
Gap between HOMO and LUMO (alpha / beta) in eV: 8.623 / 8.965
E_HOMO (alpha / beta) in eV: -8.681 / -8.884

```
13
Properties=species:S:1:pos:R:3:lowdin_charge:R:1
C -1.30 2.30 0.17 -0.192
C -0.72 0.22 -0.27 -0.337
C -1.91 0.59 -0.83 0.016
C 0.00 -1.01 -0.17 -0.128
N -2.24 1.82 -0.59 0.062
N -0.36 1.35 0.34 0.069
N -0.26 -1.99 -1.27 -0.142
O -1.42 -2.19 -1.75 -0.044
H -1.11 3.31 0.41 0.106
H 1.18 -0.77 0.02 0.175
H -0.26 -1.55 0.71 0.103
H 0.49 1.39 0.94 0.181
H 0.39 -1.75 -2.03 0.129
```

No. 6
DFT (ωB97M-V/def2-TZVPD) results for one molecule with the formula C4H5N3O at a distorted geometry.

Properties
SMILES string: c1onnc1N1CC1
Gap between HOMO and LUMO in eV: 10.604
E_HOMO in eV: -9.821

```
13
Properties=species:S:1:pos:R:3:lowdin_charge:R:1
C 1.50 -0.29 0.75 -0.079
C 1.42 0.20 -0.64 -0.139
C -0.72 -0.48 -0.18 -0.368
C -1.23 0.77 -0.03 -0.023
H 2.33 -0.93 0.98 0.100
H 1.06 0.38 1.52 0.119
H 2.32 -0.06 -1.17 0.101
H 0.89 1.10 -0.92 0.094
H -0.91 1.78 0.00 0.119
N 0.57 -0.96 -0.26 0.002
N -2.86 -0.73 0.02 0.017
N -1.77 -1.35 -0.16 0.095
O -2.59 0.57 0.08 -0.038
```

No. 7
DFT (ωB97M-V/def2-TZVPD) results for one molecule with the formula C4H5N3O3 at a distorted geometry.

Properties
SMILES string: NC(=O)c1nonc1CO
Gap between HOMO and LUMO in eV: 10.052
E_HOMO in eV: -10.457

```
15
Properties=species:S:1:pos:R:3:lowdin_charge:R:1
C -0.36 -0.14 -1.47 -0.437
C -0.75 -0.08 0.01 -0.105
C 0.18 -0.08 1.12 -0.151
C 1.61 0.35 1.33 -0.241
H -2.29 -0.27 -1.96 0.086
H -1.21 0.41 -3.20 0.119
H 1.63 1.49 1.37 0.150
H 1.74 0.21 2.34 0.089
H 1.94 -0.35 -0.31 0.034
N -1.39 -0.12 -2.38 0.184
N -2.01 -0.36 0.44 0.153
N -0.57 -0.32 2.19 0.112
O 0.81 0.03 -1.75 0.077
O -1.82 -0.53 1.82 -0.069
O 2.47 -0.24 0.47 0.000
```

No. 8
DFT (ωB97M-V/def2-TZVPD) results for a 2-piece molecular cluster, C4H5N3OS overall at a distorted geometry.

Properties
SMILES string: On1ccnc1.N=C=S
Gap between HOMO and LUMO in eV: 9.196
E_HOMO in eV: -8.921

```
14
Properties=species:S:1:pos:R:3:lowdin_charge:R:1
C 1.78 0.38 1.01 -0.101
C 0.60 0.81 0.36 -0.063
C 1.58 -0.71 -0.86 -0.179
C -2.60 -0.12 0.68 -0.851
N 2.36 -0.58 0.18 0.048
N 0.49 0.04 -0.76 -0.191
N -1.96 -1.04 1.16 0.162
O -0.61 0.04 -1.56 -0.015
S -3.16 1.28 0.27 0.713
H 2.30 0.92 1.68 0.053
H -0.20 1.31 0.81 0.067
H 1.73 -1.35 -1.71 0.122
H -0.59 0.92 -2.14 0.195
H -1.73 -1.91 0.89 0.038
```

No. 9
DFT (ωB97M-V/def2-TZVPD) results for one molecule with the formula C4H5N3OS at a distorted geometry.

Properties
SMILES string: Cc1nnc(/C=N\O)s1
Gap between HOMO and LUMO in eV: 9.814
E_HOMO in eV: -9.637

```
14
Properties=species:S:1:pos:R:3:lowdin_charge:R:1
C -2.86 0.08 0.16 -0.109
C -1.51 0.01 -0.26 -0.631
C 0.88 -0.17 -0.50 -0.611
C 2.37 -0.23 -0.54 -0.175
H -3.16 -0.85 1.06 0.187
H -3.55 -0.09 -0.49 -0.003
H -2.99 1.11 0.53 0.093
H 2.89 -0.82 -1.49 0.184
H 3.18 0.71 2.01 -0.069
N -1.15 -0.20 -1.53 0.022
N 0.25 -0.31 -1.65 -0.002
N 3.14 0.05 0.37 -0.002
O 2.60 0.64 1.48 0.026
S -0.10 0.09 0.86 1.090
```

No. 10
DFT (ωB97M-V/def2-TZVPD) results for one molecule with the formula C4H5N3S at a distorted geometry.

Properties
SMILES string: [H]/N=C\NC(=S)CC#N
Gap between HOMO and LUMO in eV: 8.678
E_HOMO in eV: -9.485

```
13
Properties=species:S:1:pos:R:3:lowdin_charge:R:1
C -1.56 -1.35 -0.09 -0.268
C -0.26 0.72 -0.09 -0.741
C 1.27 1.09 0.01 -0.249
C 2.22 0.07 0.03 -0.201
H -2.79 0.03 0.27 -0.067
H -1.37 -2.37 0.05 0.083
H 0.46 -1.33 -0.63 0.162
H 1.33 1.40 1.06 0.135
H 1.71 1.86 -0.76 0.177
N -2.75 -0.98 0.38 0.090
N -0.37 -0.67 -0.45 0.008
N 3.50 -0.38 0.23 0.119
S -1.39 1.91 0.00 0.753
```

No. 11
DFT (ωB97M-V/def2-TZVPD) results for one molecule with the formula C4H5N3S at a distorted geometry.

Properties
SMILES string: S=C1C=NN=CCN1
Gap between HOMO and LUMO in eV: 8.247
E_HOMO in eV: -8.737

```
13
Properties=species:S:1:pos:R:3:lowdin_charge:R:1
C -1.43 -0.28 -0.23 -0.852
C 0.72 0.89 0.46 -0.114
C 1.58 0.34 -0.65 -0.168
C -0.51 -1.42 0.23 -0.167
H -1.35 1.67 -0.42 0.164
H 0.89 1.93 0.76 0.104
H 0.73 0.03 1.38 0.181
H 2.13 0.99 -1.38 0.126
H -1.20 -1.99 0.98 0.135
N -0.76 0.84 -0.04 -0.035
N 1.59 -0.92 -0.77 0.022
N 0.74 -1.77 0.05 0.035
S -3.12 -0.32 -0.38 0.569
```

No. 12
DFT (ωB97M-V/def2-TZVPD) results for one molecule with the formula C4H5N3S at a distorted geometry.

Properties
SMILES string: C#C/C(=N\N)SN=C
Gap between HOMO and LUMO in eV: 9.214
E_HOMO in eV: -8.488

```
13
Properties=species:S:1:pos:R:3:lowdin_charge:R:1
C 0.13 -0.02 -0.66 -0.646
C 0.06 0.30 3.17 -0.166
C -1.11 -0.70 -0.84 -0.156
C -2.15 -1.30 -0.96 0.137
H 0.38 1.58 -3.28 0.088
H -0.83 0.48 -2.95 0.077
H 1.04 -0.01 3.60 0.068
H -0.74 0.59 3.86 0.066
H -3.19 -1.57 -1.10 0.037
N 0.17 0.68 -2.87 0.034
N 0.66 0.63 -1.61 -0.071
N -0.16 0.27 1.91 -0.391
S 1.07 -0.12 0.86 0.923
```

No. 13
DFT (ωB97M-V/def2-TZVPD) results for one molecule with the formula C4H5N3S at a distorted geometry.

Properties
SMILES string: Cn1nnccc1=S
Gap between HOMO and LUMO in eV: 8.509
E_HOMO in eV: -8.715

```
13
Properties=species:S:1:pos:R:3:lowdin_charge:R:1
C -1.75 -0.91 -0.55 -0.053
C 1.83 1.00 -0.22 -0.116
C 1.35 0.52 0.91 -0.091
C -0.01 0.04 0.97 -0.807
H -1.56 -1.15 -1.70 0.125
H -1.68 -1.84 0.04 0.065
H -2.66 -0.36 -0.31 0.089
H 2.88 1.47 -0.26 0.141
H 1.82 0.69 1.89 0.117
N -0.50 -0.18 -0.27 -0.188
N 0.02 0.26 -1.41 0.031
N 1.09 0.92 -1.39 0.027
S -0.82 -0.47 2.31 0.659
```

No. 14
DFT (ωB97M-V/def2-TZVPD) results for one molecule with the formula C4H5N3S.

Properties
SMILES string: [H]/N=C1\C=CN=CSN1
Gap between HOMO and LUMO in eV: 8.880
E_HOMO in eV: -9.065

```
13
Properties=species:S:1:pos:R:3:lowdin_charge:R:1
C 1.18 -0.44 0.01 -0.514
C -2.12 -0.30 -0.32 -0.431
C -0.59 1.40 0.26 -0.166
C 0.63 0.87 0.47 -0.037
H 2.98 0.13 -0.03 0.046
H 0.67 -2.23 -0.74 0.090
H -3.06 -0.55 -0.80 0.068
H -0.74 2.42 0.57 0.106
H 1.34 1.52 0.98 0.106
N 2.41 -0.70 -0.18 0.122
N 0.24 -1.42 -0.33 -0.314
N -1.72 0.91 -0.40 0.007
S -1.22 -1.60 0.52 0.916
```

No. 15
DFT (ωB97M-V/def2-TZVPD) results for one molecule with the formula C4H5N3S at a distorted geometry.

Properties
SMILES string: [H]/N=C1C=C/C(=N/S)N/1
Gap between HOMO and LUMO in eV: 8.556
E_HOMO in eV: -8.482

```
13
Properties=species:S:1:pos:R:3:lowdin_charge:R:1
C 0.59 -0.19 -0.54 -0.473
C -1.14 0.54 0.78 -0.449
C -1.65 0.29 -0.59 -0.010
C -0.66 -0.13 -1.35 -0.001
H 3.72 -1.54 -0.77 -0.110
H 0.77 0.30 1.57 0.117
H -1.28 1.00 2.59 0.046
H -2.74 0.40 -0.84 0.132
H -0.66 -0.48 -2.39 0.122
N 1.69 -0.61 -1.01 -0.348
N 0.22 0.25 0.74 0.119
N -1.84 0.87 1.76 0.155
S 2.98 -0.70 0.05 0.701
```

No. 16
DFT (ωB97M-V/def2-TZVPD) results for one molecule with the formula C4H5N5 at a distorted geometry.

Properties
SMILES string: Nn1ccn2nncc12
Gap between HOMO and LUMO in eV: 8.715
E_HOMO in eV: -8.247

```
14
Properties=species:S:1:pos:R:3:lowdin_charge:R:1
C -0.96 1.14 -0.07 -0.079
C 0.22 1.72 0.05 -0.021
C 1.55 -1.39 -0.03 -0.090
C 0.49 -0.49 -0.03 -0.212
H -2.58 -1.14 -0.69 0.123
H -2.35 -0.89 0.93 0.090
H -1.92 1.58 -0.19 0.117
H 0.48 2.75 0.17 0.115
H 1.43 -2.45 -0.06 0.079
N -1.84 -1.19 0.09 0.092
N -0.84 -0.21 -0.15 -0.125
N 1.14 0.69 0.00 -0.079
N 2.46 0.57 -0.02 0.006
N 2.72 -0.69 0.01 -0.016
```

No. 17
DFT (ωB97M-V/def2-TZVPD) results for one molecule with the formula C4H5NO.

Properties
Gap between HOMO and LUMO in eV: 7.469
E_HOMO in eV: -7.294

```
11
Properties=species:S:1:pos:R:3:lowdin_charge:R:1
O 2.01 0.39 0.15 0.122
C 0.71 0.15 -0.01 -0.364
C -0.04 -1.14 0.00 -0.181
C -1.50 -0.83 -0.29 -0.114
C -1.51 0.52 -0.18 -0.210
N -0.19 1.09 0.02 0.120
H 2.50 -0.28 -0.35 0.133
H 0.43 -2.05 -0.36 0.110
H 0.02 -1.16 1.11 0.151
H -2.32 1.24 -0.25 0.069
H 0.04 2.06 0.22 0.165
```

No. 18
DFT (ωB97M-V/def2-TZVPD) results for one molecule with the formula C4H5NO.

Properties
SMILES string: C#CC(=O)NC
Gap between HOMO and LUMO in eV: 10.228
E_HOMO in eV: -9.927

```
11
Properties=species:S:1:pos:R:3:lowdin_charge:R:1
C 0.71 0.65 -1.12 -0.115
N 0.69 0.96 0.31 -0.032
C 0.40 -0.12 1.18 -0.492
O 0.97 -0.28 2.23 0.123
C -0.71 -0.99 0.76 -0.038
C -1.72 -1.57 0.43 0.146
H 0.88 1.57 -1.68 0.082
H -0.21 0.17 -1.50 0.070
H 1.55 -0.02 -1.31 0.087
H 0.05 1.73 0.53 0.132
H -2.61 -2.08 0.16 0.038
```

No. 19
DFT (ωB97M-V/def2-TZVPD) results for C4H5NO as an isolated structure.

Properties
Gap between HOMO and LUMO in eV: 10.479
E_HOMO in eV: -9.790

```
11
Properties=species:S:1:pos:R:3:lowdin_charge:R:1
C 0.43 -0.15 0.00 -0.212
C -1.04 -0.26 0.00 -0.429
C 1.46 -0.97 0.00 0.103
C 0.20 1.34 0.00 -0.108
N -1.83 -1.22 0.00 0.182
O -1.22 1.11 0.00 0.011
H 2.47 -0.61 0.00 0.068
H 1.30 -2.04 0.00 0.072
H 0.52 1.88 0.90 0.125
H 0.52 1.88 -0.90 0.125
H -2.82 -0.97 0.00 0.064
```

No. 20
DFT (ωB97M-V/def2-TZVPD) results for C4H5NO as an isolated structure at a distorted geometry.

Properties
Gap between HOMO and LUMO in eV: 10.430
E_HOMO in eV: -9.492

```
11
Properties=species:S:1:pos:R:3:lowdin_charge:R:1
C -1.79 0.00 0.13 -0.040
C -0.29 -0.12 -0.02 -0.351
N 0.22 -1.30 0.18 0.119
O 1.60 -1.15 0.16 -0.031
C 1.84 0.16 0.04 -0.224
C 0.73 0.95 -0.17 -0.022
H -2.23 -1.00 0.24 0.078
H -2.06 0.58 1.02 0.084
H -2.23 0.49 -0.73 0.077
H 2.85 0.50 0.23 0.134
H 1.50 0.87 -1.15 0.175
```

Table of energy above the lowest of the compared OMol25 structures with the same formula, charge and spin (kJ/mol), in record order: 557.32, 310.49, 609.23, 319.52, 639.60, 446.86, 362.25, 399.04, 579.32, 435.92, 392.30, 431.48, 256.31, 177.10, 120.96, 194.18, 348.62, 235.00, 160.96, 424.05